# ClFe

A molecular structure, ClFe (ωB97M-V/def2-TZVPD, OMol25).

```
2
Properties=species:S:1:pos:R:3:lowdin_spin:R:1
Fe -0.40709 -0.16882 -1.02310 3.957
Cl 0.40709 0.16882 1.02310 1.043
```

Summary:
Molar mass   91.30 g/mol
ΔE to the lowest compared entry with this formula, charge and spin   0.267 eV
Charge   +2
Multiplicity   6
Expectation value of S²   8.77
Kohn-Sham gap (alpha / beta)   11.69 / 7.57 eV